Entry from the Open Molecules 2025 dataset: a structure of composition C20H31N4O6PRuS2 in a non-equilibrium geometry (ωB97M-V/def2-TZVPD).

Structure (XYZ):
```
65
C20H31N4O6PRuS2 | the Open Molecules 2025 dataset | ωB97M-V/def2-TZVPD
Ru -0.53 -1.04 -0.31
O 1.08 0.48 3.48
C 0.48 -0.07 2.56
O 0.80 -0.13 1.33
C -0.92 -0.66 2.86
C -1.44 -0.70 4.16
C -2.79 -1.05 4.29
C -3.53 -1.28 3.13
C -2.94 -1.25 1.89
N -1.62 -0.96 1.80
C -3.67 -1.31 0.52
O -4.90 -1.42 0.56
O -2.90 -1.07 -0.48
H -0.84 -0.42 5.00
H -3.33 -1.05 5.25
H -4.59 -1.41 3.24
C -0.30 -4.88 -5.35
C 0.69 -4.40 -4.33
O 0.10 -4.31 -3.04
P 0.69 -3.21 -2.08
S -0.04 -3.52 -0.32
S 0.47 -1.31 -2.75
O 2.28 -3.59 -2.09
C 3.09 -2.70 -1.34
C 3.98 -3.51 -0.41
H 0.02 -4.68 -6.35
H -1.27 -4.38 -5.29
H -0.46 -5.94 -5.26
H 1.06 -3.40 -4.59
H 1.57 -5.08 -4.23
H 2.48 -2.03 -0.77
H 3.64 -2.00 -2.01
H 3.36 -4.01 0.35
H 4.53 -2.81 0.18
H 4.73 -4.19 -0.87
C 4.39 1.98 1.03
C 3.95 2.50 2.38
C 2.78 3.51 2.26
N 1.90 4.20 2.07
H 5.15 1.17 1.10
H 4.68 2.84 0.39
H 3.51 1.54 0.56
H 4.72 3.05 2.87
H 3.63 1.75 3.09
C -0.53 3.99 0.12
C -0.02 2.56 0.17
N -1.20 1.62 -0.06
C -2.23 1.91 0.92
C -2.85 3.29 0.60
N -1.96 3.96 -0.39
C -2.06 3.23 -1.72
C -1.73 1.74 -1.39
H 0.04 4.63 -0.60
H -0.52 4.48 1.11
H 0.31 2.36 1.20
H 0.77 2.27 -0.51
H -1.90 1.84 1.99
H -3.00 1.15 0.77
H -2.82 3.95 1.50
H -3.89 3.25 0.28
H -2.25 4.87 -0.57
H -1.30 3.74 -2.36
H -3.06 3.41 -2.11
H -0.89 1.38 -1.99
H -2.61 1.15 -1.46
```

Computed properties:
F_max	3.64	eV/Å
HOMO energy (alpha / beta)	-6.796 / -7.868	eV
net charge	0
total energy	-73030.696	eV
LUMO (alpha / beta)	-0.641 / -0.656	eV
⟨S²⟩	6.0095
2S+1	5